[1]
The following is a quantum chemistry calculation of a 2-piece molecular cluster, C24H31BIN4O3PS2 overall, from the OMol25 dataset.

XYZ file:
```
67
Properties=species:S:1:pos:R:3:forces:R:3:nbo_charge:R:1
H 6.04906 1.21495 -0.19680 -0.494 0.194 -0.006 0.3334
N 5.06702 1.27035 0.10664 -0.414 -0.270 0.845 -0.6280
C 5.01721 0.92439 1.33504 1.458 -0.026 0.173 0.3422
C 6.35454 0.53631 2.06947 -0.891 -0.747 0.350 -0.6906
C 3.71200 0.82632 2.18459 0.167 -0.933 -0.365 -0.4986
C 2.47816 0.30222 1.38912 -1.500 -0.432 -1.372 -0.0576
C 1.15920 0.95350 1.48075 0.613 -0.422 -0.749 0.0425
C 1.03191 2.20913 2.42199 -0.204 -0.637 -0.329 -0.8497
B 0.90813 1.69570 3.94724 0.274 -0.173 0.714 1.1596
O 0.65032 2.54796 5.02783 -0.343 -1.025 -1.048 -0.8910
O 1.05870 0.30206 4.25506 -1.386 1.260 -0.296 -0.9373
C -0.01103 0.46959 0.71461 3.339 -0.630 0.457 0.1818
C 0.20764 -0.69397 -0.13099 0.436 0.626 0.763 -0.1882
C 1.49331 -1.39622 -0.27487 -0.736 1.568 1.419 -0.0765
C 1.56404 -2.61340 -1.23962 0.950 1.176 -0.211 -0.6529
C 2.60768 -0.87695 0.51571 -1.900 1.134 -0.330 0.2440
N 3.88196 -1.62189 0.39488 -0.713 -0.604 1.882 -0.5018
C 3.77531 -2.70335 0.97462 -1.438 -1.094 -1.354 0.2738
S 3.24144 -4.18760 1.33450 1.377 1.825 0.122 0.0265
S -1.19278 -1.36589 -1.06347 -0.255 0.358 0.990 0.2644
C -2.62463 -0.76156 -0.10890 -0.122 0.667 0.842 -0.2164
C -2.44639 0.42469 0.72017 -3.129 -0.928 0.309 0.1241
C -3.64193 0.90872 1.44172 -0.109 -0.869 -0.658 -0.2163
C -4.93760 0.25924 1.34711 2.414 -0.925 -1.262 -0.1661
I -6.62783 1.09719 2.39764 1.040 -0.615 -0.688 0.1539
C -5.03883 -0.95290 0.53028 1.074 0.859 0.030 -0.2503
C -3.89361 -1.49324 -0.21580 0.384 2.195 1.406 -0.2494
P -4.21555 -3.04176 -1.20021 -1.182 -0.468 0.364 0.7442
C -3.38652 -4.42175 -0.19441 0.388 0.606 0.078 -0.9179
C -3.37104 -3.01129 -2.87638 1.068 -0.293 0.228 -0.7088
C -3.57115 -1.67847 -3.69185 0.817 -0.584 -0.526 -0.6256
N -1.23857 1.21036 0.89588 -2.280 -2.629 -0.725 -0.3553
N -1.25228 2.47322 0.22442 3.027 0.631 -0.697 -0.4352
C -0.86679 2.43488 -1.02705 0.290 0.372 -0.818 0.5022
C -1.65671 1.82861 -2.22681 -0.370 -0.316 0.421 -0.7422
C 0.50998 3.11391 -1.39846 -2.212 1.203 0.555 -0.6962
H 6.45965 1.02672 3.07113 -0.099 -0.314 -0.869 0.2244
H 7.26284 0.71535 1.44610 -0.841 0.073 0.441 0.2162
H 6.29792 -0.57692 2.25942 0.111 1.057 -0.081 0.2256
H 3.54601 1.81163 2.68156 0.000 -0.818 -0.513 0.2478
H 3.90535 0.08491 3.01510 -0.125 0.773 -0.737 0.2400
H 0.12084 2.81744 2.17095 0.849 -0.616 0.069 0.2966
H 1.91890 2.87847 2.26757 -0.824 -0.492 0.194 0.2534
H 0.19688 2.00608 5.70351 0.680 0.404 -0.124 0.4961
H 0.26324 -0.12452 3.87631 0.830 -0.246 -0.001 0.4965
H 2.64522 -2.76009 -1.52377 -1.109 -0.095 0.392 0.2354
H 1.05472 -2.31014 -2.19730 0.257 -0.599 0.966 0.2270
H 1.15075 -3.55109 -0.79871 0.208 0.812 -0.433 0.2422
H -3.53426 1.83617 2.06009 -0.045 -0.995 -0.666 0.2405
H -6.02569 -1.45922 0.46508 0.923 0.325 -0.072 0.2413
H -4.01327 -4.60976 0.71691 0.483 0.194 -0.914 0.2403
H -3.38598 -5.34092 -0.83219 0.147 0.735 0.580 0.2349
H -2.35272 -4.12945 0.14907 -0.918 -0.512 -0.495 0.2279
H -2.28235 -3.26710 -2.70976 -0.991 0.507 -0.430 0.2202
H -3.78340 -3.89126 -3.45062 0.190 0.929 0.679 0.2379
H -4.46579 -1.75537 -4.36297 0.608 0.318 0.918 0.2213
H -3.57063 -0.76263 -3.05036 -0.269 -0.786 -0.512 0.2170
H -2.68392 -1.58509 -4.38429 -0.893 0.018 0.666 0.2174
H -1.13299 1.00417 -2.76919 -0.307 0.766 0.393 0.2492
H -1.86377 2.66967 -2.95218 0.545 -0.719 0.750 0.2517
H -2.67386 1.47554 -1.89403 1.143 0.177 -0.187 0.2332
H 0.30482 3.86964 -2.19767 0.676 -0.859 0.288 0.2290
H 0.88150 3.66133 -0.48853 -0.199 -0.829 -0.891 0.2357
H 1.17684 2.27374 -1.71265 -0.478 0.742 0.141 0.2579
O 0.96530 3.75537 -4.62002 0.137 0.089 -0.142 -0.9407
H 1.31844 3.56429 -5.49648 -0.081 -0.021 0.059 0.4723
H 1.50503 4.48996 -4.30576 -0.049 -0.073 0.018 0.4707
```
Positions in Å, forces in eV/Å.

As for the SMILES: [H]/N=C(\C)Cc1c(CB(O)O)c2c(c(C)c1N=C=S)Sc1c(cc(I)cc1P(C)CC)N2N=C(C)C.O.


[2]
The following is a quantum chemistry calculation of C24H31CsN5O3S as an isolated structure, from the OMol25 dataset.

XYZ file:
```
65
Properties=species:S:1:pos:R:3:forces:R:3:mulliken_charge:R:1
Cs -0.21739 0.43504 -1.78209 -2.281 0.251 0.216 1.0475
N -2.83550 -0.05295 0.64294 0.042 -0.043 0.118 -0.3796
C -2.68141 1.00643 1.64613 0.009 -0.039 -0.063 -0.0832
C -3.55083 2.19120 1.25646 -0.056 0.002 -0.086 -0.8183
N -2.94138 2.90293 0.15418 -0.017 0.200 -0.097 -0.1212
C -3.78391 3.86325 -0.52405 -0.112 -0.092 -0.102 -0.6848
C -3.05867 4.28455 -1.79868 0.174 -0.076 -0.011 -0.6189
N -2.82033 3.09073 -2.60379 -0.048 0.094 -0.031 -0.3901
H -3.66553 -0.60513 0.83077 0.061 0.039 -0.091 0.2244
H -2.04211 -0.68324 0.65456 0.060 0.002 0.084 0.0158
H -1.63545 1.31516 1.63742 0.001 0.008 0.035 0.1025
H -2.92430 0.67692 2.66636 -0.061 0.008 -0.044 0.3444
H -3.67749 2.87438 2.10342 0.048 -0.002 0.010 0.3606
H -4.55794 1.81329 0.99470 -0.022 0.026 0.051 0.3128
H -2.67759 2.25930 -0.58777 0.119 -0.288 0.258 0.1032
H -4.00501 4.72510 0.11400 0.090 0.012 0.001 0.3749
H -4.75615 3.41563 -0.81214 -0.034 0.084 0.042 0.3372
H -2.07827 4.67267 -1.51152 -0.053 0.077 0.008 0.3128
H -3.60167 5.09342 -2.30804 -0.052 -0.090 -0.014 0.3731
H -2.06316 3.16730 -3.26935 -0.015 -0.023 -0.008 0.1742
H -3.64435 2.76361 -3.09091 0.054 -0.014 -0.003 0.1163
O 0.22214 1.36921 -4.06320 0.435 0.564 -1.810 -0.7935
N 0.40390 0.20212 -4.62983 -0.044 -0.008 -0.335 0.3718
C 1.66784 -0.13080 -5.00989 -0.182 0.141 0.075 -0.2052
C 1.97592 -1.33320 -5.57572 -0.011 -0.073 -0.048 -0.7434
C 0.94069 -2.25436 -5.77226 0.141 -0.017 -0.036 -0.0663
C -0.32880 -1.92018 -5.39451 -0.208 0.093 0.094 -0.8761
C -0.66242 -0.67540 -4.79880 0.115 0.133 -0.058 0.1070
S -2.23409 -0.25936 -4.29703 -0.070 -0.178 -0.435 -0.3218
H 2.38944 0.65016 -4.82369 -0.039 0.013 0.053 0.4041
H 3.00012 -1.54223 -5.84719 0.006 -0.023 -0.017 0.3744
H 1.14256 -3.22161 -6.21385 -0.008 -0.020 -0.009 0.3625
H -1.15188 -2.60818 -5.52603 0.006 0.002 -0.003 0.3694
C -1.39900 -2.01868 3.61556 -0.046 -0.011 -0.006 -1.9386
C -0.39829 -2.49983 2.59812 -0.045 -0.003 0.040 1.3791
C -0.81236 -3.35017 1.58243 0.068 0.011 0.003 -0.7307
C 0.10301 -3.82111 0.64998 -0.011 -0.017 -0.025 -0.8838
C 1.41397 -3.39950 0.70321 -0.079 -0.016 -0.007 -0.8034
C 1.83596 -2.51678 1.69586 -0.019 -0.018 -0.107 0.3092
N 3.17310 -2.09216 1.68419 0.224 -0.170 0.168 -0.0656
C 3.57627 -0.74072 1.76194 -0.124 0.026 0.046 -0.0568
C 4.80736 -0.45840 2.35134 0.008 0.022 0.047 -0.2248
C 5.22190 0.84929 2.53781 0.013 0.030 0.027 -0.4744
C 4.38179 1.89921 2.18714 -0.021 -0.062 -0.019 -0.6893
C 3.15898 1.61535 1.59980 0.052 -0.016 -0.067 -0.5271
C 2.76741 0.30841 1.32651 -0.081 0.147 0.045 0.5571
C 1.51267 0.11021 0.48320 0.288 -0.182 0.444 0.4556
O 1.62170 -0.67755 -0.48574 1.352 -0.660 0.982 -1.0044
O 0.50589 0.79533 0.77514 0.355 0.049 0.880 -0.7702
C 0.94124 -2.09756 2.68704 0.001 -0.010 0.033 0.8378
C 1.37679 -1.24721 3.84971 0.067 -0.013 0.007 -1.7863
H -2.40529 -2.33119 3.33658 -0.007 0.003 -0.001 0.3667
H -1.39268 -0.93139 3.70000 0.014 0.044 -0.032 0.3155
H -1.18894 -2.41572 4.61209 0.006 -0.032 -0.002 0.4358
H -1.85367 -3.64305 1.52482 -0.020 -0.020 -0.010 0.3339
H -0.21887 -4.47844 -0.14767 -0.012 -0.015 -0.003 0.3557
H 2.11325 -3.68552 -0.07250 0.010 0.003 -0.011 0.3650
H 3.78904 -2.67214 1.13631 -0.101 0.029 -0.033 0.2960
H 5.41692 -1.28337 2.70120 0.012 -0.018 -0.005 0.4007
H 6.18327 1.04664 2.99655 0.007 0.004 -0.005 0.3616
H 4.67765 2.92488 2.36530 0.016 0.015 0.006 0.3975
H 2.48148 2.40672 1.30684 -0.004 0.047 -0.004 0.4630
H 2.44302 -1.34806 4.04391 0.040 -0.009 -0.072 0.4420
H 0.84692 -1.54495 4.75586 -0.001 0.024 -0.014 0.5451
H 1.17249 -0.18829 3.67690 -0.013 0.053 -0.047 0.2518
```
Positions in Å, forces in eV/Å.

Its total charge is -1.


[3]
The following is a quantum chemistry calculation of C24H31CsN6O2S2 as an isolated structure, from the OMol25 dataset.

XYZ file:
```
66
Properties=species:S:1:pos:R:3:forces:R:3:nbo_charge:R:1
Cs -0.15911 0.93495 -0.83730 0.092 -0.307 -0.332 0.9264
O -0.71029 4.58741 0.83017 0.005 -0.034 0.020 -0.7496
C -0.83309 3.38623 1.17374 -0.068 0.247 0.018 0.5302
N -1.80860 2.54743 0.90648 -0.082 -0.058 0.171 -0.6865
C -2.90254 3.17512 0.20273 -0.025 0.087 0.002 -0.2825
C -3.78780 2.18929 -0.50596 0.007 -0.108 -0.013 0.2452
C -5.17428 2.35301 -0.52380 0.022 0.028 0.036 -0.2535
C -5.95989 1.47360 -1.24181 -0.008 -0.006 -0.004 -0.1625
C -5.34522 0.43532 -1.92837 0.018 -0.013 -0.004 -0.2885
C -3.96809 0.33597 -1.84605 -0.023 0.005 0.032 0.0396
N -3.20161 1.17984 -1.15579 -0.111 0.031 -0.148 -0.4771
C 0.28376 2.83262 2.04749 0.032 0.013 0.095 0.1588
C 0.95448 3.74131 2.86555 0.016 -0.026 0.041 -0.2286
C 1.92966 3.28197 3.72816 -0.006 0.019 -0.009 -0.1761
C 2.24283 1.93006 3.72208 0.001 -0.056 -0.003 -0.2740
C 1.56004 1.10868 2.84353 -0.018 0.012 0.015 0.0400
N 0.58993 1.53197 2.03187 0.040 0.011 0.047 -0.4747
H -2.54448 3.90438 -0.54179 -0.023 -0.004 0.005 0.2137
H -3.53162 3.75498 0.89121 0.056 0.075 -0.015 0.1886
H -5.61581 3.17136 0.02975 -0.010 -0.001 -0.006 0.2183
H -7.03598 1.59171 -1.26640 -0.002 0.000 0.002 0.2137
H -5.91146 -0.27817 -2.51153 -0.016 0.006 0.009 0.2147
H -3.44703 -0.46869 -2.35523 0.017 0.004 -0.007 0.1858
H 0.67514 4.78264 2.79647 0.004 0.003 0.008 0.2485
H 2.44567 3.96550 4.39150 0.000 -0.003 0.004 0.2123
H 3.00588 1.51858 4.36934 0.001 0.008 0.003 0.2144
H 1.79999 0.05024 2.79365 0.004 -0.004 -0.018 0.1783
C 2.13519 -5.07557 -2.61236 0.010 -0.037 -0.037 -0.2654
O 1.93151 -4.18658 -1.50579 -0.025 -0.002 0.067 -0.5073
C 2.50005 -2.98949 -1.55271 -0.028 0.018 -0.067 0.0459
S 3.42974 -2.43408 -2.78096 0.017 -0.028 0.049 -0.1373
S 2.15177 -2.03720 -0.13047 -0.078 -0.112 0.071 0.0535
H 1.58883 -5.97792 -2.35452 -0.004 0.009 0.009 0.1993
H 3.19569 -5.28640 -2.73483 -0.001 0.004 0.002 0.2073
H 1.74892 -4.63336 -3.52918 -0.001 0.009 0.009 0.2038
N -0.56814 -4.02607 0.98896 0.043 0.020 -0.010 -0.6363
C -1.46231 -3.15255 1.75207 0.005 -0.079 0.041 -0.2434
C -1.65972 -1.86587 0.97247 -0.086 0.041 -0.205 -0.2329
N -2.10708 -2.07499 -0.40551 -0.062 0.127 0.066 -0.6361
C -1.37506 -3.12080 -1.10626 -0.062 -0.070 0.008 -0.2308
C -1.18837 -4.38820 -0.28474 0.013 -0.006 0.032 -0.2418
H -0.34632 -4.85908 1.51842 -0.002 0.011 0.026 0.3706
H 1.21931 -2.88837 0.39882 0.132 0.015 -0.044 0.1858
H -1.01543 -2.92585 2.72124 0.017 -0.045 0.009 0.2086
H -2.43696 -3.63477 1.92808 -0.003 0.016 0.008 0.1642
H -0.70534 -1.34061 0.93982 0.154 0.059 0.092 0.1768
H -2.36330 -1.20468 1.47818 0.000 0.027 -0.038 0.2293
H -3.10298 -2.25519 -0.42579 0.002 -0.024 0.016 0.3610
H -0.38863 -2.73305 -1.37177 0.025 0.012 -0.032 0.1827
H -1.89759 -3.35416 -2.03597 0.011 0.042 -0.011 0.2031
H -0.53949 -5.08455 -0.81643 0.019 -0.026 0.009 0.2021
H -2.16578 -4.87431 -0.13235 0.005 0.005 -0.012 0.1636
N 2.64542 1.09899 -2.65472 -0.028 0.048 0.000 -0.8436
C 3.21396 1.62740 -1.48040 0.027 -0.005 0.025 0.1386
C 4.08374 0.86440 -0.70217 -0.003 0.009 0.003 -0.2348
C 4.56775 1.36491 0.49742 -0.019 -0.005 -0.045 -0.2035
C 4.19805 2.62655 0.93960 -0.004 0.027 0.013 -0.2495
C 3.33109 3.38776 0.16859 0.021 -0.012 0.015 -0.1692
C 2.84314 2.89449 -1.03102 -0.078 0.006 -0.046 -0.2905
H 2.54955 1.76850 -3.40373 0.018 0.008 0.008 0.3784
H 3.07825 0.24323 -2.97366 0.026 0.009 0.030 0.3931
H 4.38077 -0.11909 -1.04692 0.009 0.010 -0.003 0.2102
H 5.24312 0.75926 1.08904 0.002 -0.004 0.002 0.2108
H 4.57089 3.00884 1.87982 -0.002 0.001 0.000 0.2157
H 3.01264 4.36585 0.50455 -0.005 0.002 0.005 0.2273
H 2.15262 3.49528 -1.61455 0.008 -0.006 -0.013 0.2157
```
Positions in Å, forces in eV/Å.

The value obtained for the energy relative to the best compared isomer or geometry (same formula, charge and spin) is 24.63 kcal per mole.


Values of frontier orbital gap, in order: 7.6, 6.4, 7.1, all in eV.
Values of highest occupied orbital energy, in order: -0.285, -0.149, -0.261, all in Eh.
Values of total energy, in order: -77226.2192, -50368.9619, -60645.7119, all in eV.